39
Properties=species:S:1:pos:R:3 method="wB97M-V/def2-TZVPD" e_lumo_ev="-0.37 / -0.48" homo_energy_ev="-5.99 / -6.29" e_tot_ev=-266201.4744 spin_multiplicity=6 max_force_ev_per_a=1.999 relative_energy_ev=1.327 orbital_gap_ev="5.6 / 5.8"
Mn 0.440 -0.023 0.107
C -3.109 2.092 2.583
N -1.868 1.523 3.022
C -1.070 2.009 4.017
C 0.015 1.213 4.116
N -0.095 0.219 3.158
C -1.265 0.440 2.470
S -1.916 -0.468 1.217
C 0.828 -0.800 2.916
C 1.730 -1.176 3.907
C 2.615 -2.204 3.658
C 2.558 -2.844 2.417
C 1.634 -2.421 1.495
N 0.793 -1.396 1.700
H -3.586 2.599 3.420
H -3.758 1.303 2.204
H -2.929 2.817 1.784
H -1.328 2.888 4.570
H 0.858 1.290 4.767
H 1.705 -0.690 4.867
H 3.310 -2.526 4.415
H 3.214 -3.665 2.185
H 1.535 -2.915 0.536
Se 1.417 -0.980 -1.806
Se 0.750 0.953 -2.899
Te -1.050 1.735 -1.233
Se -0.402 3.818 -0.169
C 3.984 4.133 1.188
N 3.192 3.063 0.631
C 3.165 2.980 -0.808
C 2.507 2.226 1.385
O 1.793 1.296 0.990
H 3.874 5.012 0.552
H 5.041 3.853 1.214
H 3.648 4.383 2.193
H 4.180 3.013 -1.204
H 2.582 3.805 -1.223
H 2.701 2.039 -1.103
H 2.620 2.402 2.464